Record 1
{
  "formula": "C4H12NP",
  "method": "ωB97M-V/def2-TZVPD",
  "multiplicity": 1,
  "e_homo_ev": -8.636,
  "smiles": "CCNP(C)C",
  "homo_lumo_gap_ha": 0.3589,
  "species": ["C", "C", "N", "P", "C", "C", "H", "H", "H", "H", "H", "H", "H", "H", "H", "H", "H", "H"],
  "xyz": [[2.7829, -0.2009, 0.0652], [1.6018, 0.4857, 0.6618], [0.4750, -0.2152, 0.1401], [-1.0468, 0.0047, 0.8490], [-2.0087, -1.3860, -0.1111], [-1.8379, 1.2505, -0.2627], [2.8808, -0.2103, -0.9549], [3.6594, 0.1369, 0.5188], [2.8848, -1.3083, 0.4024], [1.3592, 0.3917, 1.7994], [1.7347, 1.6208, 0.2597], [0.4436, -0.5868, -0.7875], [-1.4925, -2.3216, 0.0248], [-2.1251, -1.1690, -1.2375], [-2.9934, -1.3532, 0.1518], [-1.3704, 2.2616, -0.2992], [-2.8796, 1.6351, -0.0094], [-2.0678, 0.9641, -1.2108]]
}

Record 2
{
  "formula": "C18H19N3O3",
  "method": "ωB97M-V/def2-TZVPD",
  "multiplicity": 1,
  "e_homo_ev": -8.190,
  "smiles": "CC(=O)Nc1ccc(OC[C@@H](O)Cn2cnc3ccccc32)cc1",
  "homo_lumo_gap_ha": 0.3195,
  "species": ["C", "C", "O", "N", "C", "C", "C", "C", "O", "C", "C", "O", "C", "N", "C", "N", "C", "C", "C", "C", "C", "C", "C", "C", "H", "H", "H", "H", "H", "H", "H", "H", "H", "H", "H", "H", "H", "H", "H", "H", "H", "H", "H"],
  "xyz": [[4.0395, -6.1064, 1.2856], [2.8228, -5.4813, 0.6308], [2.2344, -5.9897, -0.2948], [2.4809, -4.2942, 1.2119], [1.4307, -3.4258, 0.8937], [1.2575, -2.2921, 1.6799], [0.2402, -1.3905, 1.4223], [-0.6237, -1.6119, 0.3585], [-1.6611, -0.7918, 0.0018], [-1.8678, 0.3948, 0.7272], [-2.9476, 1.1959, -0.0150], [-3.2700, 2.3834, 0.6647], [-2.4749, 1.5704, -1.4340], [-1.1923, 2.2071, -1.4438], [0.0158, 1.5947, -1.6114], [1.0342, 2.3885, -1.5049], [0.5006, 3.6270, -1.2420], [1.1240, 4.8534, -1.0397], [0.3204, 5.9457, -0.7923], [-1.0714, 5.8363, -0.7412], [-1.7120, 4.6304, -0.9393], [-0.9103, 3.5287, -1.1913], [-0.4515, -2.7483, -0.4308], [0.5592, -3.6475, -0.1709], [4.8961, -5.4411, 1.1993], [3.8453, -6.2964, 2.3393], [4.2662, -7.0455, 0.7899], [3.0533, -3.9868, 1.9862], [1.9261, -2.1058, 2.5090], [0.1384, -0.5254, 2.0580], [-0.9486, 0.9927, 0.7902], [-2.2092, 0.1703, 1.7501], [-3.8392, 0.5571, -0.1221], [-3.5438, 2.1804, 1.5655], [-2.4172, 0.6552, -2.0270], [-3.2149, 2.2469, -1.8692], [0.0917, 0.5441, -1.8218], [2.1985, 4.9334, -1.0792], [0.7729, 6.9133, -0.6313], [-1.6591, 6.7200, -0.5404], [-2.7855, 4.5438, -0.8824], [-1.1302, -2.9103, -1.2530], [0.6817, -4.5225, -0.7860]]
}

Record 3
{
  "formula": "C3H12N4O",
  "method": "ωB97M-V/def2-TZVPD",
  "multiplicity": 1,
  "e_homo_ev": -9.307,
  "smiles": "NC(N)[C@@H](N)[C@H](N)O",
  "homo_lumo_gap_ha": 0.3767,
  "species": ["N", "C", "N", "C", "N", "C", "N", "O", "H", "H", "H", "H", "H", "H", "H", "H", "H", "H", "H", "H"],
  "xyz": [[0.1409, 0.5679, 2.0318], [0.8067, 0.3319, 0.7758], [1.8689, 1.3175, 0.8009], [-0.1177, 0.4589, -0.4791], [0.6838, 0.5149, -1.7377], [-1.2841, -0.5988, -0.5275], [-1.1103, -1.8070, 0.2461], [-1.4797, -1.0388, -1.8588], [0.8701, 0.4672, 2.7407], [-0.0745, 1.5629, 2.0699], [1.2660, -0.6637, 0.7905], [2.5703, 1.0016, 0.1260], [1.5157, 2.1595, 0.3419], [-0.6108, 1.4405, -0.4211], [1.1735, -0.3761, -1.8250], [-0.0046, 0.4784, -2.4990], [-2.2085, -0.0991, -0.2161], [-0.9511, -1.5195, 1.2194], [-2.0107, -2.2873, 0.2732], [-1.0439, -1.9111, -1.8518]]
}

Record 4
{
  "formula": "C3H4N4",
  "method": "ωB97M-V/def2-TZVPD",
  "multiplicity": 1,
  "e_homo_ev": -10.097,
  "homo_lumo_gap_ha": 0.3729,
  "species": ["C", "C", "C", "H", "H", "H", "H", "N", "N", "N", "N"],
  "xyz": [[0.4659, -1.5789, 1.3481], [-0.2364, 0.6350, -0.9469], [-1.2208, 1.7431, -1.2228], [0.0310, -1.7737, 0.2556], [0.5710, -2.3853, 2.5698], [0.4860, 1.4312, 1.0169], [0.6022, -0.9736, -1.6572], [0.6974, -0.3396, 1.4594], [0.3195, 0.7173, 0.3406], [-0.0285, -0.2194, -1.8468], [-1.6873, 2.7438, -1.3167]]
}

Record 5
{
  "formula": "C32H48BrIN4O3PPd",
  "method": "ωB97M-V/def2-TZVPD",
  "multiplicity": 1,
  "e_homo_ev": [-9.419, -8.862],
  "homo_lumo_gap_ha": [0.2198, 0.1558],
  "total_charge": 1,
  "species": ["Pd", "C", "C", "C", "C", "C", "C", "C", "Br", "C", "O", "C", "C", "C", "C", "C", "C", "H", "H", "H", "H", "H", "H", "H", "H", "H", "H", "H", "H", "H", "H", "H", "H", "H", "H", "H", "H", "O", "P", "N", "C", "C", "C", "C", "N", "C", "C", "C", "C", "N", "C", "C", "C", "C", "H", "H", "H", "H", "H", "H", "H", "H", "H", "H", "H", "H", "H", "H", "H", "H", "H", "H", "H", "H", "H", "H", "H", "H", "O", "C", "I", "C", "C", "C", "C", "C", "N", "H", "H", "H", "H"],
  "xyz": [[0.5971, -1.4293, 0.6212], [-2.2570, -3.1583, -6.2755], [-1.1710, -2.0758, -6.3757], [0.0851, -2.6610, -7.0398], [-1.7038, -0.9433, -7.2576], [-0.7981, -1.6091, -4.9852], [-0.4413, -2.5442, -4.0076], [-0.0709, -2.1034, -2.7676], [0.3957, -3.3658, -1.4009], [0.0183, -0.7302, -2.3715], [0.5566, -0.4052, -1.2690], [-0.4862, 0.2003, -3.3473], [-0.8241, -0.2726, -4.6007], [-0.7448, 1.6704, -3.0692], [-2.2557, 1.9178, -3.2234], [-0.3310, 2.1018, -1.6667], [0.0256, 2.5496, -4.0645], [-2.6476, -3.3871, -7.2636], [-3.0810, -2.8148, -5.6556], [-1.8668, -4.0784, -5.8515], [-0.1706, -3.0654, -8.0160], [0.5161, -3.4565, -6.4379], [0.8358, -1.8862, -7.1765], [-1.9379, -1.3353, -8.2448], [-0.9605, -0.1598, -7.3892], [-2.6133, -0.5161, -6.8409], [-0.4595, -3.6027, -4.2138], [-1.1510, 0.4545, -5.3215], [-2.8164, 1.2798, -2.5438], [-2.6041, 1.7224, -4.2331], [-2.4844, 2.9541, -2.9847], [-0.8421, 1.5226, -0.9025], [-0.5715, 3.1535, -1.5264], [0.7389, 1.9688, -1.5488], [-0.2390, 2.3398, -5.0968], [1.0956, 2.3950, -3.9485], [-0.2005, 3.5935, -3.8608], [-0.7679, 0.6994, 1.4260], [-0.3120, 1.4945, 2.5807], [1.1800, 2.1455, 2.3406], [1.8758, 2.0036, 1.0567], [3.2587, 2.5553, 1.3691], [2.8953, 3.7650, 2.2292], [1.8123, 3.1899, 3.1456], [-0.1631, 0.3749, 3.9136], [0.2143, 0.6646, 5.2884], [0.8240, -0.5788, 5.9549], [0.2489, -1.8409, 5.2984], [0.7982, -1.8640, 3.8904], [-1.2846, 2.6879, 3.2179], [-1.6585, 3.7121, 2.2306], [-2.9600, 4.2929, 2.7696], [-3.6346, 3.0718, 3.3887], [-2.4600, 2.3262, 4.0198], [1.3928, 2.6110, 0.2855], [1.8645, 0.9569, 0.7320], [3.8239, 2.8124, 0.4778], [3.8309, 1.8315, 1.9503], [2.4815, 4.5506, 1.5939], [3.7370, 4.1704, 2.7883], [1.0886, 3.9384, 3.4689], [2.2771, 2.7455, 4.0343], [-0.7273, 0.9163, 5.7869], [0.8919, 1.5216, 5.3750], [0.6029, -0.5510, 7.0203], [1.9135, -0.5779, 5.8445], [-0.8394, -1.7952, 5.2990], [0.5536, -2.7438, 5.8252], [-1.0636, -1.6357, 2.8679], [1.8219, -2.2325, 3.8202], [-1.8162, 3.2573, 1.2443], [-0.8649, 4.4583, 2.1486], [-3.5548, 4.7554, 1.9873], [-2.7503, 5.0350, 3.5403], [-4.0974, 2.4648, 2.6110], [-4.3927, 3.3332, 4.1233], [-2.6124, 1.2445, 4.0323], [-2.2944, 2.6754, 5.0455], [0.7128, -0.5627, 3.2550], [0.0122, -1.7177, 2.6583], [3.4266, -1.6422, 1.0666], [2.8833, -3.6691, 1.5323], [3.8418, -4.6069, 1.8617], [3.3803, -5.8816, 2.1670], [2.0219, -6.1503, 2.0912], [1.1607, -5.1222, 1.7374], [1.5922, -3.8968, 1.4773], [4.8890, -4.3579, 1.8827], [4.0785, -6.6538, 2.4551], [1.6382, -7.1345, 2.3051], [0.0944, -5.2700, 1.6449]]
}

Record 6
{
  "formula": "C4H12N2O4S",
  "method": "ωB97M-V/def2-TZVPD",
  "multiplicity": 1,
  "e_homo_ev": -8.969,
  "smiles": "C[C@H](O)N=[S@](N)(=O)O.CC=O",
  "homo_lumo_gap_ha": 0.3498,
  "species": ["C", "C", "O", "N", "S", "N", "O", "O", "H", "H", "H", "H", "H", "H", "H", "H", "C", "C", "O", "H", "H", "H", "H"],
  "xyz": [[-1.7893, -0.6614, 0.0205], [-0.4085, -1.2377, 0.4402], [-0.4186, -1.6184, 1.7604], [0.5084, -0.1953, -0.0446], [1.9631, -0.3256, 0.3763], [2.8615, -0.0358, -0.9923], [2.3431, -1.4587, 1.1711], [2.2187, 1.0686, 1.2275], [-1.9386, 0.2193, 0.6387], [-2.5367, -1.4310, 0.2554], [-1.8075, -0.5554, -1.0349], [-0.2895, -2.1132, -0.3277], [0.3171, -2.2458, 1.9346], [2.7049, 0.7877, -1.4892], [3.1137, -0.9103, -1.5666], [1.9244, 1.7808, 0.5687], [-0.5720, 2.4473, -0.0729], [0.1956, 1.9233, -1.2048], [1.4007, 2.1825, -1.1470], [-1.5548, 1.9517, -0.0175], [-0.7637, 3.5337, -0.3668], [-0.0021, 2.4211, 0.8609], [-0.2844, 1.6632, -2.1441]]
}

Record 7
{
  "formula": "C4H6O",
  "method": "ωB97M-V/def2-TZVPD",
  "multiplicity": 1,
  "e_homo_ev": -8.560,
  "smiles": "C[C@@]12C[C@@H]1O2",
  "homo_lumo_gap_ha": 0.3532,
  "species": ["C", "C", "C", "C", "O", "H", "H", "H", "H", "H", "H"],
  "xyz": [[-1.2502, -0.4233, -0.6215], [-0.0769, -0.2736, 0.2912], [1.4101, -0.1400, 0.1000], [0.6230, 0.9585, 0.8252], [-0.1362, 0.0916, 1.7319], [-1.9279, -1.2343, -0.3318], [-1.0744, -0.5909, -1.7211], [-1.8184, 0.4622, -0.7439], [1.9459, 0.0641, -0.8105], [1.9803, -0.7823, 0.8506], [0.3246, 1.8680, 0.4299]]
}

Calculated ΔE to the lowest compared entry with this formula, charge and spin (kcal per mole), listed in the same order as above: 43.1 17.5 27.7 142.6 123.3 21.7 70.8
Calculated E_tot (eV), listed in the same order as above: -15119.9448 -29587.8848 -11313.2067 -9130.6751 -136968.6737 -26345.0682 -6288.8499